Entry 1:
ORCA calculation (ωB97M-V/def2-TZVPD) on a gas-phase ion, C5H5N2O3 (charge -1) in a non-equilibrium geometry.

Bonds (Å) are listed after each position.
CARTESIAN COORDINATES (ANGSTROEM)
1 H -0.573 -2.529 0.959  C6 1.074
2 N -1.173 1.112 0.600  N8 1.467, H12 0.989, C13 1.431
3 C 0.538 -1.101 -0.213  C6 1.303, C10 1.659, H11 1.066
4 H 0.819 1.232 0.639  N8 1.017
5 O -3.695 -1.436 0.063  C9 1.274
6 C -0.424 -1.550 0.542  H1 1.074, C3 1.303
7 H 0.757 0.353 -2.055  C10 1.190
8 N 0.106 1.360 -0.075  N2 1.467, H4 1.017, C10 1.475
9 C -3.402 -0.196 0.072  O5 1.274, C13 1.565, O15 1.235
10 C 0.111 0.261 -1.059  C3 1.659, H7 1.190, N8 1.475, O14 1.372
11 H 1.592 -1.203 -0.335  C3 1.066
12 H -1.615 1.994 0.523  N2 0.989
13 C -1.878 0.100 -0.125  N2 1.431, C9 1.565, O14 1.413
14 O -1.216 0.102 -1.373  C10 1.372, C13 1.413
15 O -4.035 0.857 0.195  C9 1.235

Calculated values
- molar mass (g mol⁻¹) = 141.11
- net charge = -1
- ΔE to the lowest compared entry with this formula, charge and spin (kcal/mol) = 115.44
- max |F| (Eh/bohr) = 0.0883
- calculated total energy (eV) = -14385.11018

---

Entry 2:
ORCA calculation (ωB97M-V/def2-TZVPD) on a gas-phase ion, C5H14N3S (charge +1) in a non-equilibrium geometry.

Bonds (Å) are listed after each position.
CARTESIAN COORDINATES (ANGSTROEM)
1 H 0.013 -1.802 -1.815  N10 1.007
2 C -1.384 -1.494 -0.316  H5 1.079, H8 1.142, N10 1.492, N11 1.425
3 C 0.812 0.624 0.082  C6 1.756, H14 1.027, N19 1.374, C22 1.592
4 H -0.464 2.913 -0.400  C15 1.167
5 H -2.173 -1.816 -0.978  C2 1.079
6 C 1.028 -1.108 -0.113  C3 1.756, S9 1.889, N10 1.465, H13 1.063
7 H -1.940 0.303 -1.077  N11 0.967
8 H -1.410 -1.964 0.725  C2 1.142
9 S 2.719 -1.696 -0.714  C6 1.889, H17 1.364
10 N -0.023 -1.854 -0.810  H1 1.007, C2 1.492, C6 1.465, H21 1.034
11 N -1.520 -0.075 -0.293  C2 1.425, H7 0.967, C22 1.408
12 H 2.600 0.991 1.110  N19 0.979
13 H 0.904 -1.331 0.919  C6 1.063
14 H 1.025 1.159 -0.769  C3 1.027
15 C -1.114 2.258 0.316  H4 1.167, H16 1.152, H18 1.051, C22 1.511
16 H -1.360 2.790 1.307  C15 1.152
17 H 3.020 -0.579 -1.437  S9 1.364
18 H -2.080 2.321 -0.092  C15 1.051
19 N 1.633 1.135 1.058  C3 1.374, H12 0.979, H20 1.046
20 H 1.189 0.828 1.954  N19 1.046
21 H 0.060 -2.856 -0.566  N10 1.034
22 C -0.723 0.806 0.463  C3 1.592, N11 1.408, C15 1.511, H23 1.049
23 H -0.810 0.448 1.446  C22 1.049

Calculated values
- molar mass (g mol⁻¹) = 148.26
- net charge = +1
- ΔE to the lowest compared entry with this formula, charge and spin (kcal/mol) = 28.35
- max |F| (Eh/bohr) = 0.0817
- calculated total energy (eV) = -20709.55004

---

Entry 3:
ORCA calculation (ωB97M-V/def2-TZVPD) on a gas-phase ion, C2H6NO3P2 (charge +1) in a non-equilibrium geometry.

Bonds (Å) are listed after each position.
CARTESIAN COORDINATES (ANGSTROEM)
1 H 2.914 -1.652 0.183  N4 0.937
2 P 1.555 0.490 -0.322  N4 2.048, O8 1.419, O13 1.883
3 H 3.989 -0.317 0.044  N4 1.117
4 N 3.021 -0.746 0.397  H1 0.937, P2 2.048, H3 1.117, H6 0.993
5 H -4.873 0.366 0.231  O9 0.942
6 H 2.910 -0.777 1.384  N4 0.993
7 C -1.664 0.491 0.263  P11 1.696, C12 1.346, H14 1.101
8 O 1.396 1.349 0.796  P2 1.419
9 O -4.030 0.033 -0.027  H5 0.942, C12 1.373
10 H -3.246 1.976 0.175  C12 1.154
11 P -1.152 -1.120 0.128  C7 1.696, O13 1.527
12 C -2.958 0.859 0.209  C7 1.346, O9 1.373, H10 1.154
13 O 0.348 -0.937 -0.091  P2 1.883, P11 1.527
14 H -0.884 1.209 0.559  C7 1.101

Calculated values
- molar mass (g mol⁻¹) = 154.02
- net charge = +1
- ΔE to the lowest compared entry with this formula, charge and spin (kcal/mol) = 1.74
- max |F| (Eh/bohr) = 0.1043
- calculated total energy (eV) = -28374.39844